61
Properties=species:S:1:pos:R:3 method="wB97M-V/def2-TZVPD" homo_energy_ev="-13.7 / -13.7" total_energy_ev=-78357.3779 s_squared=0.763 de_lowest_kcal_mol=24.98 lumo_energy_ha="-0.27784 / -0.33483" fmax_ev_per_a=2.736 total_charge=+2 mol_weight_g_mol=791.814 multiplicity=2
Ir -0.02 0.06 0.26
N 3.79 1.81 0.05
C 4.86 0.93 0.09
C 6.16 1.42 0.17
C 7.23 0.54 0.19
C 7.02 -0.84 0.14
C 5.74 -1.34 0.07
C 4.65 -0.46 0.04
S 3.06 -1.09 -0.07
N 2.09 0.24 -0.15
C 2.50 1.48 -0.09
C 1.47 2.53 -0.17
C 1.76 3.88 -0.28
C 0.73 4.81 -0.32
C -0.57 4.36 -0.30
C -0.80 3.00 -0.20
N 0.17 2.11 -0.11
H 4.00 2.79 0.16
H 6.33 2.49 0.21
H 8.24 0.93 0.24
H 7.86 -1.52 0.16
H 5.56 -2.41 0.03
H 2.79 4.22 -0.33
H 0.95 5.87 -0.38
H -1.40 5.05 -0.33
H -1.82 2.62 -0.15
F -2.57 -0.94 0.82
C -2.03 -0.12 -0.14
F -2.10 -0.82 -1.32
H -2.67 0.76 -0.20
O 0.08 -2.07 -0.01
S -0.45 -3.22 -0.88
C -1.46 -4.22 0.20
C -1.75 -3.81 1.49
C -2.50 -4.65 2.30
C -2.98 -5.85 1.81
C -2.68 -6.25 0.51
C -1.94 -5.42 -0.32
C 0.98 -4.29 -0.99
C 1.78 -4.44 0.14
C 2.89 -5.27 0.05
C 3.19 -5.92 -1.14
C 2.38 -5.75 -2.25
C 1.27 -4.92 -2.18
H -1.38 -2.86 1.86
H -2.71 -4.34 3.32
H -3.60 -6.48 2.43
H -3.03 -7.20 0.13
H -1.72 -5.71 -1.34
H 1.54 -3.94 1.06
H 3.51 -5.43 0.93
H 4.06 -6.56 -1.20
H 2.61 -6.26 -3.18
H 0.63 -4.77 -3.05
F 1.42 -0.56 2.63
C 0.17 -0.09 2.36
F -0.70 -0.92 2.93
C 0.03 1.31 2.99
F -0.04 1.32 4.30
F -1.06 1.93 2.50
F 1.10 2.06 2.61